Below is a 9-piece molecular cluster, C30H85N11O9 overall in a non-equilibrium geometry, with properties calculated with the ωB97M-V functional and the def2-TZVPD basis.

Calculated values
SMILES	COC[C@H](C)N.COC[C@H](C)N.COC[C@H](C)N.COC[C@H](C)N.COC[C@H](C)N.COC[C@H](C)N.COC[C@H](C)N.NC(N)=O.NC(N)=O
Kohn-Sham gap	9.18	eV
relative energy (zero: lowest compared OMol25 entry of this formula, charge and spin)	324.0	kJ/mol
HOMO energy	-8.91	eV

Atoms and positions in Å:
C 2.641 3.715 -0.639
O 1.954 4.229 0.207
N 3.503 2.600 -0.372
N 2.653 3.992 -1.957
H 4.017 2.755 0.495
H 4.170 2.558 -1.146
H 3.326 3.415 -2.471
H 2.214 4.791 -2.374
C 2.326 -3.870 4.179
O 2.180 -5.105 4.262
N 2.509 -3.230 2.983
N 2.304 -3.138 5.271
H 2.405 -3.801 2.236
H 2.063 -2.367 2.686
H 2.810 -2.275 5.234
H 2.444 -3.714 6.094
C 2.976 4.771 4.355
C 2.706 3.208 4.373
C 1.348 3.129 5.112
O 1.097 1.778 5.536
C 0.151 1.772 6.552
N 2.627 2.696 3.028
H 2.172 5.235 3.825
H 3.946 4.906 3.924
H 2.781 5.131 5.375
H 3.557 2.809 4.875
H 0.557 3.572 4.535
H 1.443 3.735 5.999
H 0.492 2.418 7.349
H 0.063 0.800 7.062
H -0.865 2.120 6.183
H 1.802 3.006 2.551
H 2.616 1.623 2.980
C -1.207 6.165 1.622
C -2.117 4.942 1.511
C -1.679 4.071 0.252
O -2.361 2.834 0.232
C -3.490 3.048 -0.637
N -2.075 4.101 2.728
H -1.397 6.712 2.549
H -1.464 6.763 0.706
H -0.160 6.025 1.669
H -3.124 5.272 1.315
H -0.588 3.885 0.394
H -1.858 4.660 -0.653
H -3.241 3.133 -1.697
H -3.899 4.003 -0.344
H -4.197 2.194 -0.420
H -2.695 4.378 3.441
H -2.461 3.229 2.376
C 4.316 -1.787 -4.151
C 2.976 -1.714 -4.860
C 2.081 -2.828 -4.352
O 0.938 -2.757 -5.215
C -0.097 -3.599 -4.727
N 2.380 -0.404 -4.799
H 4.788 -2.775 -4.130
H 4.149 -1.606 -3.121
H 5.004 -1.022 -4.519
H 3.164 -1.991 -5.941
H 1.906 -2.669 -3.275
H 2.460 -3.859 -4.355
H -0.931 -3.592 -5.431
H -0.385 -3.176 -3.730
H 0.186 -4.671 -4.532
H 2.171 -0.129 -3.861
H 1.495 -0.454 -5.308
C -2.410 2.634 -4.585
C -1.870 1.273 -4.023
C -2.432 0.079 -4.738
O -3.854 0.042 -4.569
C -4.586 -0.974 -5.171
N -0.343 1.267 -4.256
H -2.265 2.596 -5.684
H -1.916 3.502 -4.177
H -3.452 2.621 -4.362
H -2.128 1.208 -2.965
H -1.983 -0.807 -4.278
H -2.063 0.120 -5.794
H -4.806 -0.752 -6.221
H -5.516 -1.179 -4.565
H -3.939 -1.861 -5.088
H 0.095 2.114 -3.945
H 0.086 0.537 -3.706
C -1.427 -1.443 4.537
C -1.313 -0.771 3.225
C -1.963 0.631 3.076
O -3.422 0.647 3.249
C -4.273 0.183 2.279
N 0.170 -0.659 2.889
H -2.417 -1.842 4.686
H -1.214 -0.747 5.378
H -0.661 -2.246 4.452
H -1.669 -1.300 2.353
H -1.690 1.111 2.127
H -1.658 1.250 3.972
H -5.291 0.487 2.583
H -4.173 -0.909 2.125
H -3.998 0.555 1.333
H 0.318 0.144 2.290
H 0.570 -0.350 3.713
C 1.376 -1.024 -0.699
C 0.315 0.074 -0.954
C -1.010 -0.706 -0.958
O -1.112 -1.797 -1.881
C -2.424 -2.243 -2.120
N 0.177 1.143 0.048
H 1.087 -1.558 0.267
H 2.462 -0.733 -0.464
H 1.287 -1.852 -1.473
H 0.520 0.431 -1.999
H -1.756 0.016 -1.207
H -1.330 -0.981 0.034
H -2.227 -2.949 -2.920
H -3.136 -1.412 -2.412
H -2.677 -2.841 -1.267
H -0.627 1.751 -0.088
H 0.921 1.867 0.053
C -0.908 -6.316 -0.776
C 0.057 -5.551 0.213
C 1.289 -5.115 -0.557
O 1.972 -4.161 0.164
C 3.138 -3.732 -0.497
N -0.680 -4.468 0.831
H -1.812 -6.633 -0.209
H -0.351 -7.150 -1.236
H -1.156 -5.556 -1.489
H 0.377 -6.251 0.982
H 0.918 -4.626 -1.537
H 1.959 -6.009 -0.823
H 2.744 -2.991 -1.197
H 3.696 -4.527 -0.960
H 3.712 -3.210 0.329
H -0.030 -4.045 1.456
H -0.854 -3.658 0.172